Entry 1:
23
Properties=species:S:1:pos:R:3:nbo_charge:R:1 method="wB97M-V/def2-TZVPD" spin_multiplicity=1 charge=0 e_above_lowest_kcal_mol=46.5 e_homo_ev=-9.05 fmax_ev_per_a=3.9
C 1.167 -1.921 -0.187 -0.64
C 0.540 -0.976 0.866 -0.03
C 1.283 -0.019 1.495 -0.21
C 0.872 0.770 2.588 -0.20
C -0.379 0.462 2.965 -0.22
C -1.166 -0.599 2.417 -0.21
C -0.674 -1.381 1.395 -0.20
H 2.058 -2.462 0.145 0.22
H 1.397 -1.655 -1.297 0.22
H 0.561 -2.776 -0.283 0.21
H 2.210 0.419 1.096 0.21
H 1.522 1.698 2.920 0.23
H -0.681 1.039 3.842 0.21
H -2.208 -0.706 2.661 0.21
H -1.233 -2.216 1.015 0.22
C -1.191 1.382 -2.262 -0.61
C 0.055 1.223 -3.161 -0.63
H -0.984 1.472 -1.221 0.21
H -1.825 2.207 -2.568 0.20
H -1.943 0.516 -2.180 0.20
H -0.366 1.521 -4.084 0.21
H 0.774 1.856 -2.732 0.22
H 0.211 0.146 -3.430 0.21



Entry 2:
24
Properties=species:S:1:pos:R:3:nbo_charge:R:1 method="wB97M-V/def2-TZVPD" spin_multiplicity=1 charge=0 e_above_lowest_kcal_mol=175.6 e_homo_ev="-7.05 / -6.71" fmax_ev_per_a=5.0
C -2.357 1.046 -0.580 -0.10
C -1.024 0.990 -0.855 -0.36
C -3.007 -0.060 0.134 0.02
C -0.328 -0.101 -0.240 0.38
C -4.346 -0.073 0.311 -0.53
C 2.034 -1.735 -0.217 -0.67
C 1.799 0.173 1.415 -0.67
C 2.352 0.791 -0.861 -0.66
C 1.707 -0.267 0.016 0.12
N -2.157 -0.913 0.860 -0.19
O -0.861 -0.812 0.651 -0.23
H -3.055 1.868 -0.854 0.23
H -0.538 1.575 -1.611 0.24
H -4.858 -0.800 0.922 0.22
H -4.933 0.704 -0.387 0.19
H 1.415 -2.405 0.425 0.24
H 2.154 -2.058 -1.340 0.23
H 3.119 -1.869 0.002 0.22
H 2.888 0.396 1.687 0.22
H 1.533 -0.538 2.129 0.22
H 1.081 1.011 1.641 0.23
H 1.789 1.653 -0.644 0.22
H 2.134 0.432 -1.937 0.22
H 3.456 0.995 -0.666 0.23



Entry 3:
16
Properties=species:S:1:pos:R:3:nbo_charge:R:1 method="wB97M-V/def2-TZVPD" spin_multiplicity=1 charge=+2 e_above_lowest_kcal_mol=89.9 e_homo_ev=-14.33 fmax_ev_per_a=8.9
Na 0.128 -3.686 0.046 0.99
Na 2.707 -2.923 0.741 0.99
Na 1.116 -2.070 2.317 0.99
C 0.605 -1.188 -0.257 -0.32
O 1.186 -2.210 0.553 -1.23
H -0.066 -1.492 -1.060 0.17
H -0.087 -0.548 0.292 0.19
H 1.324 -0.561 -0.785 0.21
Br -3.065 2.026 0.407 0.06
C -1.194 1.316 0.201 -0.44
C -0.325 2.055 -0.820 -0.47
Br -0.346 3.954 -0.242 0.04
H -1.168 0.242 0.020 0.16
H -0.765 1.353 1.202 0.20
H -0.774 1.972 -1.810 0.24
H 0.724 1.760 -0.806 0.22



Entry 4:
6
Properties=species:S:1:pos:R:3:lowdin_spin:R:1 method="wB97M-V/def2-TZVPD" spin_multiplicity=3 charge=0 e_above_lowest_kcal_mol=0.0 e_homo_ev="-7.02 / -9.67" fmax_ev_per_a=5.2 s2=2.008
C -0.289 -0.022 0.451 0.05
O -0.351 -0.078 -0.954 0.60
I 1.256 0.083 -2.020 1.30
H -0.123 -0.975 0.937 0.02
H -1.109 0.401 0.985 0.01
H 0.617 0.592 0.603 0.02



Entry 5:
135
Properties=species:S:1:pos:R:3:lowdin_charge:R:1 method="wB97M-V/def2-TZVPD" spin_multiplicity=1 charge=0 e_homo_ev=-8.25 fmax_ev_per_a=4.5
O -0.876 -4.056 -0.849 0.11
C -0.436 -3.886 0.300 -0.51
O 0.737 -4.290 0.732 0.10
C 0.906 -3.812 2.010 -0.09
C -0.210 -2.876 2.344 -0.24
F 0.172 -1.562 2.148 0.03
O -1.095 -3.196 1.282 0.11
H 0.971 -4.710 2.637 0.15
H 1.893 -3.350 2.078 0.13
H -0.816 -3.002 3.279 0.18
O -3.280 -1.813 3.615 0.16
C -3.713 -0.857 3.027 -0.53
O -4.704 -0.902 2.148 0.09
C -4.923 0.378 1.547 -0.01
C -4.113 1.259 2.542 -0.29
F -4.922 1.729 3.590 0.03
O -3.159 0.402 3.057 0.10
H -4.578 0.445 0.533 0.11
H -5.993 0.653 1.622 0.15
H -3.721 2.158 2.099 0.14
O -3.303 1.779 -3.729 0.13
C -2.417 1.074 -4.208 -0.48
O -1.344 1.534 -4.916 0.07
C -0.488 0.407 -5.175 -0.04
C -1.347 -0.820 -4.868 -0.26
F -0.626 -1.644 -4.027 0.04
O -2.517 -0.291 -4.252 0.10
H -0.109 0.449 -6.189 0.13
H 0.378 0.373 -4.492 0.14
H -1.675 -1.432 -5.720 0.17
C 3.057 1.892 -1.993 -0.09
C 3.774 3.050 -1.667 -0.12
C 5.011 2.739 -1.127 -0.11
N 5.127 1.361 -1.266 0.02
C 3.935 0.865 -1.699 -0.16
H 2.043 1.824 -2.359 0.09
H 3.473 4.036 -1.820 0.08
H 5.885 3.355 -0.895 0.11
H 5.884 0.834 -0.897 0.14
H 3.896 -0.218 -1.623 0.10
C 2.567 -0.138 2.932 -0.13
C 3.761 0.496 3.307 -0.12
C 4.159 1.220 2.251 -0.14
N 3.221 1.129 1.266 0.04
C 2.243 0.273 1.662 -0.16
H 1.962 -0.806 3.555 0.09
H 4.248 0.415 4.307 0.12
H 5.026 1.827 2.030 0.11
H 3.147 1.588 0.371 0.09
H 1.364 -0.065 1.099 0.08
C 4.532 -3.530 0.616 -0.10
C 4.174 -4.867 0.379 -0.12
C 4.497 -5.641 1.498 -0.10
N 4.912 -4.743 2.492 0.01
C 4.973 -3.483 1.951 -0.13
H 4.533 -2.705 -0.052 0.07
H 3.820 -5.253 -0.527 0.07
H 4.292 -6.662 1.702 0.09
H 5.192 -5.052 3.401 0.14
H 5.251 -2.674 2.616 0.10
C -1.428 3.926 3.124 -0.11
C -0.548 4.636 2.262 -0.13
C 0.558 3.836 1.985 -0.14
N 0.340 2.628 2.595 0.04
C -0.879 2.676 3.244 -0.16
H -2.318 4.321 3.639 0.11
H -0.674 5.646 1.864 0.09
H 1.463 4.068 1.377 0.12
H 0.988 1.836 2.714 0.11
H -1.272 1.845 3.790 0.08
C 2.436 -3.372 -2.729 -0.16
C 3.837 -2.885 -3.256 -0.15
C 3.804 -3.200 -4.738 -0.21
O 2.792 -4.182 -4.941 -0.14
C 2.130 -4.503 -3.678 -0.18
H 1.652 -2.604 -2.627 0.10
H 2.493 -3.738 -1.678 0.09
H 4.643 -3.460 -2.832 0.10
H 4.008 -1.857 -2.927 0.08
H 4.757 -3.593 -5.102 0.12
H 3.529 -2.304 -5.319 0.12
H 2.484 -5.486 -3.298 0.12
H 1.047 -4.525 -3.805 0.11
C 0.024 0.636 7.543 -0.14
C -1.136 0.303 6.523 -0.13
C -0.491 -0.772 5.621 -0.23
O 0.851 -0.971 5.990 -0.15
C 1.211 0.269 6.628 -0.21
H 0.082 0.091 8.491 0.11
H 0.175 1.696 7.834 0.11
H -1.434 1.142 5.965 0.07
H -2.073 -0.046 6.992 0.11
H -0.578 -0.502 4.532 0.11
H -0.955 -1.740 5.717 0.11
H 1.278 1.046 5.869 0.11
H 2.124 0.168 7.230 0.12
C -1.751 5.457 -1.475 -0.20
C -2.655 4.892 -2.601 -0.13
C -1.607 4.826 -3.740 -0.20
O -0.982 6.113 -3.601 -0.15
C -0.798 6.336 -2.165 -0.19
H -1.416 4.545 -1.016 0.07
H -2.314 5.947 -0.688 0.11
H -3.307 5.742 -2.875 0.12
H -3.125 3.913 -2.418 0.10
H -1.955 4.814 -4.781 0.13
H -0.921 3.986 -3.650 0.09
H -1.045 7.381 -1.937 0.12
H 0.265 6.192 -1.876 0.12
C -5.654 -2.085 -3.628 -0.15
C -4.477 -2.737 -2.920 -0.16
C -3.979 -1.737 -1.864 -0.19
O -4.864 -0.628 -1.946 -0.13
C -5.522 -0.606 -3.188 -0.20
H -6.563 -2.605 -3.331 0.10
H -5.618 -2.219 -4.720 0.11
H -3.680 -3.064 -3.599 0.11
H -4.809 -3.625 -2.399 0.10
H -2.919 -1.517 -2.065 0.09
H -3.947 -2.120 -0.850 0.11
H -5.002 -0.059 -3.969 0.09
H -6.537 -0.208 -3.054 0.12
C -1.927 1.505 -0.348 -0.14
C -1.416 0.203 0.224 -0.14
C -0.484 -0.320 -0.886 -0.17
O -0.388 0.678 -1.912 -0.16
C -0.822 1.936 -1.295 -0.16
H -2.056 2.199 0.468 0.10
H -2.857 1.379 -0.904 0.11
H -2.234 -0.481 0.362 0.09
H -0.857 0.366 1.165 0.10
H -0.861 -1.235 -1.371 0.10
H 0.545 -0.420 -0.541 0.09
H -1.113 2.625 -2.056 0.07
H 0.080 2.393 -0.823 0.12



Entry 6:
85
Properties=species:S:1:pos:R:3:lowdin_spin:R:1 method="wB97M-V/def2-TZVPD" spin_multiplicity=4 charge=-2 e_homo_ev="2.25 / -2.31" fmax_ev_per_a=1.3 s2=3.773
Tc -0.834 1.318 0.539 0.93
C -1.372 5.231 2.036 0.12
C -0.865 3.077 1.644 0.00
N -1.858 4.035 1.592 0.00
H 0.583 5.755 2.823 0.03
N 0.192 3.723 2.237 0.00
H -1.970 6.111 2.110 0.07
C 0.520 1.989 -0.890 0.00
C 1.548 1.137 -1.303 0.00
C 2.556 1.613 -2.131 0.01
C 2.543 2.929 -2.614 0.00
C 1.492 3.771 -2.239 0.01
C 0.485 3.312 -1.381 0.01
H 1.546 0.093 -0.961 0.00
H 3.393 0.977 -2.430 0.00
H 1.473 4.797 -2.619 0.01
H -0.331 3.976 -1.097 0.00
C 3.645 3.369 -3.534 0.00
H 3.755 4.456 -3.545 0.00
H 3.465 3.033 -4.565 0.00
H 4.590 2.915 -3.213 0.00
C -3.213 3.898 1.044 0.01
C -4.022 5.130 1.461 0.24
C -3.162 3.871 -0.475 0.06
H -3.627 6.061 1.031 0.07
H -5.048 5.039 1.104 0.04
H -4.065 5.241 2.551 0.06
H -4.906 2.646 1.324 0.01
H -3.834 2.764 2.734 0.01
H -2.714 2.958 -0.897 0.02
C -3.858 2.665 1.644 0.04
H -2.590 4.739 -0.819 0.02
H -4.188 3.959 -0.860 0.01
H -3.398 1.705 1.364 0.02
C -0.094 5.045 2.410 0.07
C 2.510 3.786 1.529 0.01
H 2.565 4.882 1.571 0.01
H 3.512 3.380 1.717 0.00
C 1.537 3.251 2.576 0.00
H 2.545 1.447 3.059 0.00
C 1.907 3.845 3.936 0.03
H 1.158 3.601 4.698 0.01
H 2.188 3.499 0.524 0.00
H 1.532 1.281 1.634 0.01
H 2.012 4.937 3.902 0.01
H 2.869 3.440 4.255 0.00
C 1.572 1.741 2.634 0.03
H 0.784 1.350 3.280 0.00
C -0.418 -6.139 -2.162 0.09
N -0.774 -4.831 -1.900 0.00
H 1.340 -7.244 -1.463 0.06
N 1.071 -5.170 -0.889 0.00
H -1.011 -6.812 -2.743 0.04
C -2.090 -4.295 -2.228 0.00
C -2.731 -5.203 -3.267 0.07
C -2.965 -4.316 -0.977 0.02
H -2.909 -6.198 -2.836 0.02
H -3.712 -4.801 -3.557 0.01
H -2.109 -5.300 -4.165 0.02
H -2.878 -2.409 -2.926 0.00
H -1.328 -2.894 -3.660 0.00
H -2.498 -3.785 -0.135 0.00
C -1.899 -2.873 -2.722 0.01
H -3.157 -5.361 -0.696 0.01
H -3.934 -3.845 -1.202 0.00
H -1.357 -2.270 -1.981 0.00
C 0.749 -6.352 -1.525 0.12
C 1.577 -5.133 1.499 0.05
H 1.135 -6.127 1.664 0.03
H 2.398 -5.005 2.219 0.01
C 2.154 -5.079 0.086 0.00
H 3.699 -3.684 0.615 0.01
C 3.042 -6.297 -0.093 0.19
H 3.438 -6.374 -1.111 0.04
H 0.822 -4.356 1.679 0.00
H 2.245 -2.909 -0.095 0.00
H 2.489 -7.212 0.151 0.05
H 3.882 -6.237 0.608 0.03
C 2.909 -3.783 -0.148 0.03
H 3.388 -3.819 -1.136 0.01
C 0.139 -4.200 -1.112 0.00
Cl -1.621 -0.415 2.935 0.02
C -0.705 -0.612 1.391 0.00
H 0.281 -1.025 1.666 0.00
H -1.193 -1.420 0.825 0.00



Entry 7:
13
Properties=species:S:1:pos:R:3:nbo_charge:R:1 method="wB97M-V/def2-TZVPD" spin_multiplicity=1 charge=0 e_above_lowest_kcal_mol=67.9 e_homo_ev=-9.14 fmax_ev_per_a=1.6
H 1.534 2.705 1.303 0.35
N 1.962 1.798 1.201 -0.75
C 1.414 1.057 0.335 0.29
N 2.132 0.168 -0.424 -0.82
H 0.363 1.157 0.038 0.14
H 3.120 0.208 -0.241 0.40
H 1.710 -0.664 -0.799 0.39
C -1.997 -0.620 -0.774 -0.41
C -2.083 -1.344 0.345 -0.36
H -2.763 -0.819 -1.517 0.21
H -1.041 -0.220 -1.098 0.18
H -3.067 -1.564 0.762 0.19
H -1.284 -1.861 0.870 0.20



Entry 8:
95
Properties=species:S:1:pos:R:3:lowdin_charge:R:1 method="wB97M-V/def2-TZVPD" spin_multiplicity=1 charge=+2 e_above_lowest_kcal_mol=10.1 e_homo_ev="-11.88 / -11.88" fmax_ev_per_a=1.3
Mo 0.868 -0.240 0.062 1.41
C 3.820 1.642 2.867 0.00
C 4.780 0.657 3.018 0.00
C 4.529 -0.592 2.484 0.03
C 3.344 -0.814 1.800 -0.24
N 2.420 0.153 1.626 -0.12
C 2.666 1.352 2.170 -0.15
C 2.978 -2.114 1.241 -0.17
C 3.700 -3.282 1.441 0.04
C 3.239 -4.459 0.883 0.01
C 2.064 -4.442 0.152 0.04
C 1.393 -3.244 -0.020 -0.19
N 1.845 -2.102 0.525 0.02
C 0.108 -3.134 -0.727 -0.22
C -0.353 -4.101 -1.601 0.03
C -1.597 -3.930 -2.190 0.00
C -2.352 -2.827 -1.837 0.00
C -1.806 -1.898 -0.970 -0.11
N -0.583 -2.013 -0.452 0.00
H 3.959 2.635 3.269 0.13
H 5.705 0.855 3.543 0.13
H 5.251 -1.387 2.589 0.12
H 1.906 2.103 2.047 0.10
H 4.599 -3.274 2.038 0.12
H 3.784 -5.382 1.025 0.13
H 1.658 -5.353 -0.260 0.13
H 0.253 -4.963 -1.833 0.12
H -1.966 -4.648 -2.910 0.13
H -3.344 -2.666 -2.234 0.13
H -2.373 -1.028 -0.680 0.10
N -1.513 0.991 2.131 -0.10
P -0.635 -0.451 2.141 1.01
C -0.138 -0.618 3.898 -0.31
C 1.153 -0.782 4.385 -0.08
C 1.388 -0.870 5.752 -0.05
C 0.338 -0.790 6.649 -0.05
C -0.961 -0.640 6.176 -0.05
C -1.196 -0.566 4.817 -0.09
C -1.904 -1.740 2.104 -0.39
C -3.247 -1.457 1.891 -0.10
C -4.178 -2.490 1.869 -0.05
C -3.767 -3.798 2.060 -0.05
C -2.422 -4.081 2.281 -0.05
C -1.494 -3.057 2.306 -0.10
C -0.937 2.138 1.610 -0.40
C -1.496 3.375 1.939 0.01
C -1.017 4.507 1.324 -0.01
C 0.016 4.376 0.401 -0.04
C 0.531 3.129 0.156 -0.17
N 0.085 1.995 0.751 -0.04
H -2.159 1.156 2.892 0.11
H 1.992 -0.866 3.719 0.07
H 2.400 -1.001 6.112 0.11
H 0.523 -0.858 7.713 0.12
H -1.791 -0.593 6.869 0.12
H -2.223 -0.498 4.474 0.11
H -3.577 -0.437 1.738 0.10
H -5.225 -2.267 1.709 0.12
H -4.492 -4.601 2.047 0.12
H -2.105 -5.103 2.448 0.12
H -0.449 -3.282 2.497 0.11
H -2.301 3.420 2.659 0.13
H -1.444 5.475 1.549 0.13
H 0.418 5.230 -0.124 0.08
H 1.344 2.997 -0.538 0.00
Br -0.206 6.756 -2.665 0.78
C -0.341 5.352 -3.926 -0.68
C 0.684 4.421 -4.026 -0.11
C 0.558 3.362 -4.907 -0.02
C -0.589 3.248 -5.690 -0.28
C -1.556 4.247 -5.659 -0.02
C -1.452 5.291 -4.753 -0.11
N -0.816 2.187 -6.629 0.09
N -0.409 1.029 -6.454 0.09
C -0.063 0.489 -5.177 -0.22
C 0.894 -0.500 -5.215 0.02
C 1.416 -1.094 -4.050 0.04
C 0.984 -0.647 -2.825 -0.36
O 1.448 -1.097 -1.667 -0.34
C -0.054 0.314 -2.767 -0.16
N -0.502 0.579 -1.508 -0.02
C -1.636 1.249 -1.384 -0.12
C -2.371 1.695 -2.484 0.00
C -1.890 1.482 -3.752 0.04
C -0.664 0.816 -3.927 -0.09
H 1.581 4.531 -3.432 0.11
H 1.363 2.647 -5.007 0.13
H -2.394 4.187 -6.341 0.12
H -2.215 6.055 -4.704 0.11
H 1.276 -0.788 -6.185 0.13
H 2.171 -1.865 -4.111 0.13
H -2.014 1.412 -0.386 0.10
H -3.313 2.198 -2.320 0.12
H -2.479 1.775 -4.609 0.13
Cl 2.575 1.218 -0.910 0.27